[1]
Here is a 11-piece molecular cluster, C43H61F4N3O14 overall in a non-equilibrium geometry from the OMol25 dataset. Energies are from ωB97M-V/def2-TZVPD.

XYZ file:
```
125
C43H61F4N3O14 ωB97M-V/def2-TZVPD
C -2.9570 0.8674 -4.1282
N -4.0911 0.7263 -3.2492
O -4.0845 1.3304 -2.1449
O -5.0945 0.1094 -3.5295
H -2.0957 0.2727 -3.8240
H -2.6972 1.9227 -4.2107
H -3.2419 0.5452 -5.1298
C 5.1362 5.2684 -1.8880
N 4.3575 4.0707 -2.2434
O 3.4729 3.8421 -1.4430
O 4.4969 3.5832 -3.3614
H 5.4747 5.2765 -0.8520
H 4.5554 6.1908 -1.8931
H 5.9331 5.4610 -2.6063
C 0.5853 6.3606 1.1834
N -0.2692 6.7028 0.0218
O -0.9629 7.7340 0.1711
O -0.0980 6.0588 -1.0142
H 0.2138 5.4131 1.5737
H 0.3881 7.0597 1.9962
H 1.6153 6.4099 0.8302
O 1.7178 -5.8474 -1.9464
C 1.5618 -4.8255 -1.2571
O 0.4626 -4.4520 -0.5974
C -0.6630 -5.2361 -0.4863
C -1.0375 -5.4904 1.0097
C 2.7145 -3.8976 -1.1229
H -0.3894 -6.2180 -0.8724
H -1.4562 -4.9122 -1.1601
H -1.3078 -4.5271 1.4423
H -0.2093 -5.9354 1.5612
H -1.9591 -6.0651 1.1011
H 2.9414 -3.7344 -0.0694
H 2.2666 -3.0302 -1.6077
H 3.6634 -4.1692 -1.5854
O -7.9901 3.1914 1.0143
C -7.2120 2.3473 0.5839
O -6.0760 2.5566 -0.1297
C -5.6662 3.8211 -0.5872
C -4.2775 4.2901 0.0807
C -7.4464 0.9219 0.7168
H -6.3812 4.6278 -0.4257
H -5.7584 4.0504 -1.6488
H -4.0226 5.3094 -0.2094
H -3.4195 3.6559 -0.1422
H -4.3368 4.3853 1.1649
H -8.4071 0.6590 0.2738
H -7.4715 0.6568 1.7737
H -6.7297 0.2792 0.2056
O 4.1689 4.8397 1.5056
C 4.8485 4.7560 2.5693
O 5.6515 3.7889 2.9204
C 5.8206 2.6559 2.0870
C 6.7201 1.7157 2.7020
C 4.7363 5.8085 3.5645
H 6.2579 3.0748 1.1807
H 4.8827 2.2684 1.6892
H 6.2227 0.8493 3.1379
H 7.2674 2.1805 3.5221
H 7.4446 1.3020 2.0004
H 3.8578 6.3987 3.3037
H 5.5358 6.5482 3.5253
H 4.6441 5.3597 4.5536
O -0.9830 -2.1332 -3.9702
C -1.3904 -3.2626 -4.0815
O -2.5326 -3.6430 -3.5458
C -3.1587 -2.8200 -2.5462
C -4.1088 -3.5845 -1.6880
C -0.7599 -4.2555 -5.0023
H -3.7216 -1.9968 -2.9861
H -2.3823 -2.4060 -1.9029
H -4.4028 -2.9566 -0.8469
H -3.7615 -4.5283 -1.2677
H -4.9612 -3.9917 -2.2319
H -0.7862 -5.2481 -4.5526
H 0.1417 -3.8014 -5.4134
H -1.3684 -4.2876 -5.9060
F 5.0153 -0.2945 0.0236
C 4.8707 -0.6477 -1.2855
C 3.9495 0.0799 -2.0503
C 3.7494 -0.2242 -3.3774
C 4.5761 -1.1601 -3.9179
C 5.5180 -1.9021 -3.1984
C 5.5014 -1.7269 -1.8307
H 3.3984 0.9236 -1.6619
H 3.0958 0.3551 -4.0127
H 4.6070 -1.2828 -4.9904
H 6.1488 -2.6664 -3.6278
H 6.1313 -2.3983 -1.2660
F -1.8330 -0.7343 -0.6606
C -0.8689 0.1072 -0.3760
C -0.9254 1.5137 -0.5063
C 0.2604 2.2790 -0.2568
C 1.4024 1.6200 0.1687
C 1.4676 0.2651 0.3505
C 0.2819 -0.4434 0.1416
H -1.7469 1.9876 -1.0229
H 0.3086 3.3191 -0.5436
H 2.3260 2.1202 0.4197
H 2.2529 -0.3804 0.7152
H 0.4586 -1.5055 0.0569
F 3.3225 -4.2305 2.2239
C 2.0813 -4.0946 2.8150
C 1.7616 -5.0010 3.8328
C 0.5572 -4.8736 4.5069
C -0.3204 -3.8018 4.1157
C 0.0162 -2.8323 3.1876
C 1.2029 -3.0102 2.5003
H 2.5161 -5.7462 4.0372
H 0.3747 -5.5929 5.2916
H -1.2638 -3.7192 4.6349
H -0.6195 -2.0000 2.9238
H 1.5595 -2.2611 1.8089
F -3.5716 -3.3929 1.8252
C -3.7235 -2.1926 2.3925
C -4.0945 -1.0250 1.6628
C -4.4437 0.1660 2.3680
C -4.4012 0.2021 3.7977
C -3.9340 -0.9454 4.5028
C -3.6285 -2.0908 3.7923
H -4.3114 -1.1750 0.6154
H -4.7412 1.0328 1.7965
H -4.6424 1.0465 4.4264
H -3.9584 -0.9964 5.5813
H -3.3152 -2.9191 4.4105
```

Summary:
- energy above the lowest of the compared OMol25 structures with the same formula, charge and spin (kJ/mol) = 0.0
- calculated total energy (hartree) = -3291.79500

[2]
Here is a 4-piece molecular cluster, C26H48O10 overall in a non-equilibrium geometry from the OMol25 dataset. Energies are from ωB97M-V/def2-TZVPD.

XYZ file:
```
84
C26H48O10 ωB97M-V/def2-TZVPD
C 1.7547 -4.7740 0.9123
C 1.1767 -3.3376 0.7707
C 1.8647 -2.2376 1.4716
C 1.3310 -0.8893 1.3555
C 0.1325 -0.5415 0.6090
C -0.5559 -1.6242 -0.0868
C -0.0071 -2.9790 0.0011
C -0.7484 -4.1101 -0.7932
C -0.1378 -4.3453 -2.2348
C 0.4003 -3.1060 -3.0417
C 1.9362 -3.2261 -3.4613
C 2.9363 -2.8361 -2.3156
O 3.4390 -3.9592 -1.5570
C 0.5973 -5.7366 -2.4119
O 0.2559 -6.1698 -3.7326
C -0.9603 -5.5304 -4.0440
O -1.4609 -5.7106 -5.1035
O -1.3555 -4.7216 -2.9976
H 2.8616 -4.7783 0.7564
H 1.3292 -5.4542 0.1264
H 1.4897 -5.2575 1.8956
H 2.7756 -2.4656 2.0715
H 1.8718 -0.0553 1.8611
H -0.2912 0.4802 0.5080
H -1.4678 -1.4848 -0.7099
H -1.8384 -3.8541 -0.8195
H -0.6746 -5.0408 -0.1638
H 0.3030 -2.1285 -2.5062
H -0.1530 -2.9773 -4.0141
H 2.1769 -4.2048 -3.9474
H 2.0678 -2.4470 -4.2692
H 3.8382 -2.3815 -2.8250
H 2.5508 -2.0301 -1.6310
H 4.3514 -4.0951 -1.8647
H 1.6863 -5.6127 -2.1923
H 0.2314 -6.4133 -1.5978
C -4.0555 3.0609 3.7002
O -3.2450 2.7060 4.8114
C -2.5457 1.4831 4.6077
C -1.0888 1.7315 4.2585
O -0.9597 2.3379 2.9764
C -0.6881 3.7279 3.0612
H -4.4043 4.0826 3.8447
H -3.4989 3.0129 2.7613
H -4.9261 2.3982 3.6484
H -3.0335 0.8783 3.8360
H -2.5923 0.9286 5.5502
H -0.5703 0.7685 4.2086
H -0.6005 2.3365 5.0291
H 0.3361 3.8881 3.4138
H -1.3890 4.2366 3.7277
H -0.7844 4.1552 2.0629
C 9.4500 -0.8851 -3.4625
O 8.5704 0.2267 -3.5265
C 7.3626 -0.0727 -4.2174
C 6.2130 -0.2932 -3.2497
O 6.3966 -1.4840 -2.4895
C 6.8390 -1.2162 -1.1673
H 10.2532 -0.6418 -2.7665
H 8.9406 -1.7841 -3.1073
H 9.8867 -1.0739 -4.4488
H 7.4925 -0.9406 -4.8724
H 7.1325 0.7927 -4.8463
H 5.2897 -0.4214 -3.8245
H 6.0828 0.5736 -2.5943
H 6.0235 -0.7801 -0.5814
H 7.6987 -0.5418 -1.1580
H 7.1322 -2.1607 -0.7083
C -7.9977 7.8649 2.0318
O -8.5726 6.7713 1.3339
C -7.6174 6.0592 0.5548
C -7.2047 4.7650 1.2342
O -6.4575 5.0178 2.4199
C -7.2360 4.8370 3.5938
H -8.7351 8.2380 2.7431
H -7.1014 7.5678 2.5816
H -7.7505 8.6684 1.3299
H -6.7433 6.6836 0.3426
H -8.0992 5.8188 -0.3979
H -6.5494 4.2068 0.5579
H -8.0780 4.1405 1.4471
H -7.4288 3.7709 3.7514
H -8.1842 5.3770 3.5367
H -6.6694 5.2183 4.4436
```

Summary:
- energy above the lowest of the compared OMol25 structures with the same formula, charge and spin (kJ/mol) = 0.0
- calculated total energy (hartree) = -1771.69253

[3]
Here is C16H20BeN10Se as an isolated structure in a non-equilibrium geometry from the OMol25 dataset. Energies are from ωB97M-V/def2-TZVPD.

XYZ file:
```
48
C16H20BeN10Se ωB97M-V/def2-TZVPD
Be -6.3693 -14.7142 -3.3072
N -8.4122 -16.7692 -2.0721
C -8.8647 -15.8448 -2.9590
N -10.1462 -15.7421 -3.1963
C -10.4701 -14.9174 -4.2019
N -11.7587 -14.7752 -4.4820
N -9.6110 -14.2363 -5.0178
C -8.3372 -14.3690 -4.6556
N -7.9351 -15.0670 -3.5627
C -7.2650 -13.7853 -5.4141
C -7.3192 -12.8956 -6.4833
C -6.1240 -12.5333 -7.0846
C -4.9356 -13.1082 -6.6461
C -4.9434 -13.8048 -5.4671
N -6.0638 -14.0175 -4.7852
H -9.0344 -17.4485 -1.6319
H -7.4347 -17.0314 -2.0823
H -12.4530 -15.2860 -3.9580
H -12.1094 -14.2967 -5.2977
H -8.2659 -12.5664 -6.8891
H -6.1574 -11.7942 -7.8772
H -4.0187 -13.0538 -7.1939
H -4.0295 -14.2305 -5.0874
C -9.4325 -15.5083 -8.6771
N -8.8691 -16.7886 -8.9332
C -9.0928 -17.5638 -10.0755
C -8.4611 -18.7391 -9.9011
N -7.8417 -18.7073 -8.6566
C -7.1265 -19.8062 -8.0344
C -8.0920 -17.4993 -8.0453
Se -7.4689 -17.0137 -6.4260
H -10.5194 -15.5552 -8.5407
H -9.1385 -14.7924 -9.4424
H -9.0286 -15.2110 -7.7007
H -9.6855 -17.2069 -10.8964
H -8.3642 -19.5533 -10.6002
H -7.0386 -20.7191 -8.6657
H -7.6122 -20.0710 -7.0899
H -6.1321 -19.4144 -7.7909
N -4.8860 -13.7410 0.1486
C -5.0593 -12.4659 -0.4285
C -5.4639 -12.7022 -1.7142
N -5.6144 -14.0965 -1.9049
C -5.2583 -14.6365 -0.7484
H -4.5897 -13.9720 1.1066
H -4.9431 -11.5248 0.1129
H -5.7508 -11.9839 -2.4539
H -5.2845 -15.6819 -0.5187
```

Summary:
- energy above the lowest of the compared OMol25 structures with the same formula, charge and spin (kJ/mol) = 112.4
- calculated total energy (hartree) = -3585.13802
- total charge = +2

Q: Which value of calculated total energy does entry 3 give?
A: -3585.13802 hartree